The molecule C3H7Br2OP, computed with the ωB97M-V functional and the def2-TZVPD basis.

Properties
Net charge ... 0

```
14
Properties=species:S:1:pos:R:3:mulliken_charge:R:1
Br -1.4006 0.1306 -2.5584 -0.139
Br -2.4457 -2.5126 0.1352 -0.330
P -0.3836 -1.0863 -1.0324 0.668
O 0.5358 -1.9787 -1.6977 -0.494
C 0.3442 -0.0187 0.4222 0.273
C 1.4465 0.7423 -0.1860 -1.112
C -0.7470 0.5790 1.1865 -0.811
H -0.4543 1.0144 2.2184 0.305
H -1.3079 1.3956 0.6342 0.261
H -1.5258 -0.2151 1.1993 0.165
H 2.1460 1.3019 0.5369 0.318
H 2.1378 0.1270 -0.8883 0.333
H 0.8972 1.5441 -0.8559 0.275
H 0.7575 -1.0234 0.8860 0.287
```


The molecule C4H8N2O2, computed with the ωB97M-V functional and the def2-TZVPD basis.

Properties
Net charge ... 0

```
16
Properties=species:S:1:pos:R:3:mulliken_charge:R:1
O -0.5389 1.5814 1.4593 -0.604
O 0.4700 -2.6111 0.3014 -0.619
N 0.0524 -1.1984 2.0225 -0.382
N 0.0120 0.5497 -0.4871 0.123
C -0.7972 -0.6445 -0.2062 -0.768
C 0.4899 0.8574 -1.8449 -0.965
C -0.0005 -1.5632 0.7174 0.631
C 0.1276 1.5550 0.4401 0.046
H 1.0193 2.1962 0.3874 0.330
H 1.5527 1.0092 -1.7306 0.360
H -0.1237 1.6112 -2.3731 0.314
H -0.3993 -0.3076 2.2010 0.249
H -1.0160 -1.1358 -1.1464 0.399
H -1.7684 -0.3937 0.2287 0.336
H 0.7654 -1.6124 2.5895 0.230
H 0.1547 0.1065 -2.5592 0.318
```


The ion C2H3ClN2 with charge +2, computed with the ωB97M-V functional and the def2-TZVPD basis.

Properties
Net charge ... +2

```
8
Properties=species:S:1:pos:R:3:mulliken_charge:R:1
Cl -2.0386 -1.7641 0.1199 0.133
N -0.1071 -0.4652 -1.2144 -0.143
N -0.4194 -0.0657 1.0306 0.102
C -0.7470 -0.7113 -0.1301 0.536
C -0.4745 0.3706 2.1071 0.275
H -0.3242 -1.2424 -1.8837 0.341
H 0.6212 0.1735 -1.4338 0.301
H -0.1561 0.6092 3.1696 0.456
```


A cluster of 2 separate species, C4H6O4 in total, computed with the ωB97M-V functional and the def2-TZVPD basis.

Properties
Net charge ... -2

```
14
Properties=species:S:1:pos:R:3:mulliken_charge:R:1
O 0.7449 -1.6004 -1.7988 -0.703
O -0.2099 -1.7218 0.2687 -0.681
O 2.1763 3.3303 0.6684 -0.764
O 2.3000 1.5926 2.0887 -0.712
C -1.3683 -2.6974 -1.6198 -0.812
C -0.1213 -1.8998 -0.9510 0.523
C 0.1373 2.2627 1.2999 -0.772
C 1.7008 2.3555 1.3073 0.551
H -0.2578 2.4025 0.2996 0.223
H -0.0696 3.1565 1.8873 0.237
H -1.3664 -2.3438 -2.6538 0.249
H -2.2001 -2.4098 -0.9844 0.239
H -1.2328 -3.7817 -1.5603 0.185
H -0.2331 1.3545 1.7483 0.237
```


The molecule C5H16O2Si2, computed with the ωB97M-V functional and the def2-TZVPD basis.

Properties
Net charge ... 0

```
25
Properties=species:S:1:pos:R:3:mulliken_charge:R:1
Si -1.2501 0.7910 0.0313 0.550
Si 0.9143 0.2734 -0.5128 0.549
O -1.5806 2.0746 -0.8953 -0.490
O -2.3173 -0.3040 -0.6778 -0.357
C 1.1835 -1.6426 -0.0904 -1.082
C -1.6271 0.8841 1.9773 -1.019
C 1.5178 0.4671 -2.2950 -1.170
C 2.2284 1.0544 0.5871 -1.102
C -2.5477 -1.6907 -0.6478 -0.616
H 0.5596 0.2696 -2.7481 0.278
H 2.2746 -0.3414 -2.5364 0.287
H 2.2910 -1.9835 -0.0750 0.333
H 1.6002 1.4173 -2.7131 0.454
H 1.8840 1.0474 1.6256 0.279
H -2.4912 -2.0150 -1.7077 0.223
H -3.4797 -1.7335 -0.0343 0.245
H -2.3856 0.1138 2.1711 0.301
H 2.6657 1.9198 0.1715 0.379
H -0.6595 0.7392 2.6026 0.275
H -1.6973 -2.1766 -0.1755 0.240
H 0.6253 -2.3846 -0.8086 0.237
H -1.9592 1.8894 2.1396 0.333
H -2.3456 2.1695 -1.3525 0.298
H 0.6760 -1.6836 0.8666 0.299
H 3.1384 0.3233 0.7154 0.275
```


ΔE to the lowest compared entry with this formula, charge and spin values (in kJ/mol) by entry order: 101.24; 122.82; 0.00; 93.13; 0.00.
E_HOMO values (in eV) by entry order: -10.13; -9.39; -22.77; -0.93; -9.06.